Molecular formula: C68H116Cl6O54
Method: DFT, wB97M-V/def2-TZVPD

Last column: Löwdin charge in e.
Positions of all 244 atoms, in Å:
Cl1 -11.395 -28.404 19.199  0.493
C1 -13.227 -28.518 19.443  -0.574
C2 -13.994 -28.244 18.111  -0.618
Cl2 -13.901 -26.557 17.563  0.532
H1 -13.432 -28.016 20.389  0.050
H2 -13.341 -29.577 19.671  0.054
H3 -15.074 -28.334 18.231  0.052
H4 -13.623 -28.851 17.286  0.068
Cl3 -21.675 -24.264 23.208  0.490
C3 -20.839 -22.682 23.588  -0.598
C4 -19.489 -22.979 24.331  -0.575
Cl4 -18.454 -24.023 23.274  0.540
H5 -21.540 -22.073 24.159  0.066
H6 -20.745 -22.095 22.675  0.055
H7 -19.719 -23.442 25.291  0.077
H8 -18.922 -22.056 24.445  0.047
Cl5 -18.346 -23.930 19.438  0.586
C5 -18.037 -23.602 17.672  -0.569
C6 -16.713 -24.199 17.222  -0.657
Cl6 -15.364 -23.618 18.193  0.560
H9 -18.025 -22.523 17.524  0.064
H10 -18.784 -24.128 17.078  0.082
H11 -16.468 -24.075 16.167  0.082
H12 -16.806 -25.267 17.417  0.038
C7 -19.550 -18.886 29.243  -0.157
C8 -19.775 -17.398 29.281  -0.126
O1 -18.821 -16.901 28.373  0.053
C9 -17.925 -17.854 27.964  -0.503
O2 -16.993 -17.676 27.248  0.159
O3 -18.381 -19.030 28.522  0.035
H13 -20.256 -19.378 28.574  0.129
H14 -19.564 -19.352 30.229  0.136
H15 -19.582 -17.079 30.305  0.130
H16 -20.796 -17.160 28.981  0.136
C10 -10.641 -16.162 23.301  -0.100
C11 -9.949 -15.954 24.653  -0.124
O4 -10.823 -15.148 25.334  0.053
C12 -11.992 -14.967 24.687  -0.471
O5 -12.922 -14.249 25.136  0.106
O6 -11.889 -15.580 23.519  0.088
H17 -10.778 -17.218 23.069  0.119
H18 -10.033 -15.662 22.548  0.118
H19 -8.990 -15.444 24.564  0.137
H20 -9.821 -16.840 25.275  0.114
C13 -20.286 -16.996 23.516  -0.095
C14 -19.807 -18.113 22.635  -0.149
O7 -19.648 -19.220 23.398  0.074
C15 -19.841 -18.868 24.636  -0.482
O8 -19.820 -19.673 25.616  0.079
O9 -19.998 -17.505 24.802  0.064
H21 -21.341 -16.730 23.447  0.140
H22 -19.725 -16.066 23.419  0.132
H23 -18.863 -17.932 22.120  0.123
H24 -20.551 -18.514 21.946  0.151
C16 -11.769 -13.637 28.173  -0.142
C17 -13.097 -14.326 28.259  -0.151
O10 -14.096 -13.344 28.136  0.076
C18 -13.562 -12.161 28.292  -0.545
O11 -14.264 -11.187 28.409  0.140
O12 -12.202 -12.351 28.473  0.050
H25 -11.210 -13.646 27.238  0.116
H26 -11.151 -14.031 28.980  0.134
H27 -13.122 -14.817 29.231  0.136
H28 -13.296 -15.017 27.440  0.098
C19 -16.787 -20.688 20.227  -0.125
C20 -17.591 -20.561 21.494  -0.144
O13 -18.903 -20.563 21.022  0.033
C21 -18.952 -20.399 19.678  -0.531
O14 -20.005 -20.281 18.975  0.074
O15 -17.729 -20.388 19.224  0.064
H29 -16.335 -21.678 20.177  0.092
H30 -16.038 -19.896 20.237  0.106
H31 -17.370 -19.670 22.080  0.113
H32 -17.367 -21.485 22.027  0.112
C22 -10.479 -26.494 22.569  -0.096
C23 -10.074 -27.767 23.352  -0.150
O16 -11.289 -28.059 23.835  0.059
C24 -12.226 -27.084 23.708  -0.526
O17 -13.437 -27.160 23.920  0.121
O18 -11.636 -26.014 23.228  0.071
H33 -10.800 -26.669 21.543  0.103
H34 -9.656 -25.783 22.641  0.120
H35 -9.297 -27.662 24.108  0.132
H36 -9.784 -28.532 22.632  0.134
C25 -9.897 -19.263 26.513  -0.085
C26 -10.931 -19.315 25.440  -0.131
O19 -11.931 -18.423 25.886  0.065
C27 -11.606 -17.818 26.998  -0.591
O20 -12.324 -17.092 27.684  0.128
O21 -10.493 -18.340 27.460  0.101
H37 -8.863 -19.065 26.231  0.123
H38 -9.944 -20.270 26.929  0.118
H39 -11.181 -20.371 25.336  0.133
H40 -10.474 -18.967 24.514  0.094
C28 -15.760 -20.739 26.145  -0.060
C29 -14.230 -20.408 26.411  -0.065
O22 -13.563 -21.654 26.743  0.037
C30 -14.447 -22.663 26.424  -0.502
O23 -14.208 -23.845 26.591  0.130
O24 -15.620 -22.150 25.952  0.035
H41 -16.177 -20.318 25.230  0.118
H42 -16.409 -20.544 26.999  0.121
H43 -14.177 -19.918 27.383  0.138
H44 -13.780 -19.917 25.548  0.095
C31 -11.686 -15.136 16.670  -0.099
C32 -12.718 -15.975 17.410  -0.124
O25 -12.188 -16.097 18.726  0.002
C33 -11.053 -15.157 18.821  -0.422
O26 -10.469 -14.833 19.887  0.081
O27 -10.782 -14.632 17.653  0.094
H45 -12.101 -14.372 16.013  0.135
H46 -11.124 -15.761 15.976  0.130
H47 -12.734 -16.972 16.971  0.116
H48 -13.693 -15.491 17.465  0.137
C34 -15.986 -14.173 24.835  -0.052
C35 -17.261 -14.747 25.546  -0.155
O28 -18.300 -13.883 25.219  0.015
C36 -17.980 -13.221 24.015  -0.462
O29 -18.777 -12.634 23.323  0.138
O30 -16.649 -13.486 23.683  0.004
H49 -15.323 -15.019 24.655  0.102
H50 -15.505 -13.564 25.600  0.117
H51 -17.417 -14.700 26.623  0.137
H52 -17.492 -15.746 25.176  0.107
C37 -7.510 -15.889 20.649  -0.064
C38 -7.111 -16.640 21.912  -0.218
O31 -6.981 -18.030 21.686  0.022
C39 -7.839 -18.974 22.252  -0.423
O32 -8.760 -18.759 23.033  0.096
O33 -7.476 -20.206 21.685  -0.013
C40 -8.392 -21.276 21.704  -0.039
H53 -8.424 -16.348 20.273  0.058
H54 -6.883 -16.069 19.776  0.081
H55 -7.731 -14.833 20.801  0.087
H56 -7.951 -16.476 22.587  0.086
H57 -6.201 -16.197 22.319  0.128
H58 -8.148 -22.084 21.015  0.071
H59 -9.405 -20.930 21.498  0.084
H60 -8.315 -21.784 22.666  0.085
C41 -10.155 -25.447 27.145  -0.034
C42 -10.860 -24.058 26.898  -0.146
O34 -9.882 -23.007 27.018  0.036
C43 -9.041 -22.660 26.079  -0.597
O35 -8.994 -23.056 24.905  0.079
O36 -8.166 -21.766 26.552  -0.028
C44 -7.279 -21.073 25.622  -0.016
H61 -9.291 -25.647 26.511  0.064
H62 -10.821 -26.262 26.863  0.072
H63 -9.718 -25.559 28.137  0.075
H64 -11.588 -23.754 27.651  0.119
H65 -11.422 -24.069 25.965  0.111
H66 -7.773 -20.457 24.872  0.071
H67 -6.670 -21.788 25.068  0.094
H68 -6.613 -20.561 26.317  0.105
C45 -13.391 -12.571 21.219  -0.039
C46 -14.964 -12.634 21.145  -0.168
O37 -15.368 -13.734 20.311  0.031
C47 -15.505 -14.984 20.788  -0.523
O38 -15.319 -15.367 21.942  0.103
O39 -15.904 -15.771 19.769  0.000
C48 -16.239 -17.159 19.902  -0.038
H69 -13.073 -13.526 21.638  0.058
H70 -13.051 -11.813 21.924  0.078
H71 -12.987 -12.431 20.216  0.069
H72 -15.306 -11.656 20.805  0.121
H73 -15.366 -12.759 22.151  0.094
H74 -15.406 -17.847 20.044  0.053
H75 -16.504 -17.529 18.912  0.099
H76 -16.949 -17.331 20.712  0.087
C49 -14.863 -20.936 15.817  -0.059
C50 -14.184 -19.558 15.851  -0.184
O40 -13.010 -19.612 16.687  0.043
C51 -13.125 -19.389 17.964  -0.600
O41 -14.120 -18.961 18.539  0.098
O42 -11.913 -19.604 18.483  0.017
C52 -11.745 -19.253 19.829  -0.035
H77 -15.245 -21.259 14.848  0.081
H78 -15.565 -20.840 16.645  0.062
H79 -14.222 -21.769 16.107  0.057
H80 -14.893 -18.800 16.182  0.116
H81 -13.954 -19.161 14.862  0.120
H82 -12.616 -19.500 20.435  0.091
H83 -11.567 -18.182 19.928  0.088
H84 -10.857 -19.664 20.308  0.081
C53 -20.097 -28.270 24.457  -0.064
C54 -19.708 -27.567 25.715  -0.229
O43 -18.387 -27.049 25.785  0.036
C55 -17.902 -26.562 26.903  -0.570
O44 -18.505 -26.418 27.953  0.116
O45 -16.605 -26.221 26.696  0.000
C56 -15.895 -26.325 25.487  -0.072
H85 -20.125 -27.633 23.573  0.072
H86 -20.942 -28.933 24.639  0.088
H87 -19.258 -28.865 24.095  0.063
H88 -20.061 -28.220 26.513  0.126
H89 -20.429 -26.761 25.848  0.121
H90 -16.101 -25.557 24.741  0.069
H91 -16.014 -27.314 25.045  0.091
H92 -14.871 -26.100 25.786  0.070
C57 -10.915 -22.805 19.140  -0.042
C58 -10.229 -24.077 18.659  -0.204
O46 -9.596 -24.681 19.797  -0.019
C59 -8.206 -24.383 19.936  -0.513
O47 -7.481 -23.767 19.153  0.107
O48 -7.872 -24.817 21.151  -0.033
C60 -6.509 -24.625 21.468  -0.030
H93 -11.266 -22.259 18.264  0.081
H94 -10.148 -22.225 19.653  0.056
H95 -11.686 -22.901 19.905  0.068
H96 -9.449 -23.988 17.904  0.122
H97 -11.047 -24.655 18.228  0.108
H98 -5.910 -25.279 20.835  0.108
H99 -6.332 -24.960 22.490  0.099
H100 -6.384 -23.544 21.410  0.094
C61 -17.978 -27.498 19.900  -0.053
C62 -16.865 -27.181 20.909  -0.195
O49 -17.134 -28.200 21.877  -0.003
C63 -16.264 -29.210 22.096  -0.491
O50 -15.259 -29.478 21.447  0.104
O51 -16.903 -29.972 23.057  -0.021
C64 -16.215 -31.045 23.677  -0.063
H101 -18.959 -27.427 20.371  0.089
H102 -17.786 -28.523 19.584  0.082
H103 -17.827 -26.888 19.009  0.044
H104 -16.995 -26.247 21.455  0.096
H105 -15.849 -27.068 20.532  0.111
H106 -15.132 -30.983 23.778  0.095
H107 -16.400 -31.990 23.167  0.090
H108 -16.567 -31.210 24.695  0.092
C65 -14.669 -23.966 22.197  -0.035
C66 -13.672 -22.807 22.514  -0.107
O52 -14.484 -21.570 22.558  0.012
C67 -13.965 -20.425 22.934  -0.582
O53 -12.763 -20.287 23.088  0.108
O54 -14.993 -19.527 23.084  -0.050
C68 -14.742 -18.143 23.392  -0.005
H109 -15.519 -23.916 22.878  0.045
H110 -14.217 -24.944 22.362  0.061
H111 -14.889 -24.084 21.136  0.043
H112 -12.938 -22.672 21.720  0.103
H113 -13.252 -22.960 23.508  0.123
H114 -13.776 -18.037 23.886  0.086
H115 -15.534 -17.551 23.850  0.097
H116 -14.654 -17.719 22.392  0.072

Force components x, y, z for each atom (eV/Å):
Cl -0.9 0.3 0.0
C 0.8 -1.1 -0.9
C 0.2 0.5 1.2
Cl 0.4 0.5 0.0
H -0.4 0.5 -0.7
H -0.2 0.1 -0.1
H 0.2 -0.7 0.3
H 0.0 -0.1 0.4
Cl 0.2 0.8 0.1
C 0.4 -0.4 0.2
C -1.2 0.6 -1.2
Cl -0.2 0.1 0.5
H 0.2 -0.4 0.6
H 0.5 -0.5 -0.3
H 0.4 -0.2 -0.2
H -0.2 -0.1 0.2
Cl 0.1 0.2 -0.9
C 0.6 0.0 -0.1
C -0.5 -0.9 0.7
Cl 0.5 0.4 0.1
H -0.4 -0.1 0.1
H -0.4 0.4 0.3
H -0.3 0.3 0.1
H 0.4 -0.1 -0.1
C -1.7 -0.6 -1.0
C -0.3 -0.4 0.7
O 0.9 1.0 -0.7
C -2.2 -0.4 1.3
O -0.3 -0.4 0.4
O 3.6 -0.1 -0.9
H -0.7 -0.1 0.5
H 0.5 -0.1 -0.2
H 0.1 0.7 -0.2
H 0.2 0.4 -0.1
C 1.4 -0.9 0.6
C 1.0 -1.0 -0.3
O -1.5 1.7 1.8
C -1.7 2.8 1.7
O 3.3 -3.1 -2.0
O -2.2 0.6 -1.0
H 0.0 0.2 -0.2
H -0.7 0.1 -0.4
H 0.0 -0.1 0.0
H 0.3 -0.3 -0.4
C 0.2 1.3 0.1
C -0.8 0.8 -3.8
O 0.5 -1.8 2.3
C 0.4 -2.2 6.4
O -0.1 3.1 -3.7
O -0.1 -2.2 0.3
H -0.1 -0.3 -0.1
H 0.1 -0.1 -0.3
H -0.1 0.4 -0.1
H 0.0 1.2 -0.8
C -0.2 -0.5 0.0
C -0.3 -2.5 -1.1
O -0.6 -0.9 -0.3
C -0.3 0.5 1.3
O 2.0 -0.1 -0.4
O -0.3 3.8 0.3
H -0.3 -0.1 -0.1
H 0.3 0.3 -0.1
H -0.6 -0.1 -0.1
H 0.3 -0.2 0.5
C 1.1 1.1 0.9
C 1.0 -0.9 0.3
O -2.3 0.1 -0.3
C -4.5 0.1 -1.5
O 4.4 -0.4 3.1
O 0.9 -0.2 -2.1
H -0.2 0.1 -0.7
H 0.3 -0.4 -0.5
H -0.1 -0.1 0.0
H -0.5 0.3 0.8
C 2.2 0.7 -0.3
C 1.1 1.4 -2.6
O -4.2 -2.3 2.6
C -2.8 -0.6 0.4
O 3.2 -0.4 -0.1
O 0.3 1.0 0.0
H 0.5 -0.2 -0.1
H -0.5 0.4 -0.4
H -0.2 0.3 0.2
H 0.2 -0.1 0.1
C -0.6 -0.9 1.5
C 1.5 0.1 -1.5
O -1.6 0.0 -2.2
C -2.0 0.4 3.4
O 1.5 -1.0 -2.2
O 2.6 0.0 0.5
H -0.3 0.7 0.2
H 0.6 0.4 0.8
H -1.2 0.4 -0.3
H -0.7 0.0 -0.2
C 2.0 -0.6 0.2
C -1.2 0.4 1.2
O -1.7 -0.7 -1.4
C 0.2 -0.9 0.6
O -0.4 2.2 -0.6
O 0.2 -1.5 0.1
H 0.2 0.1 0.1
H 0.1 0.0 -0.1
H 0.3 1.0 -0.6
H 0.2 0.0 0.4
C 0.2 -0.6 -1.5
C 0.3 0.1 0.1
O 2.8 2.2 0.6
C -0.1 0.0 4.6
O -2.5 -1.9 -4.2
O -0.4 0.1 -0.5
H 0.0 0.5 0.7
H 0.3 -0.1 0.2
H -0.5 0.1 0.0
H -0.1 -0.2 0.0
C -2.4 -0.7 1.7
C 0.3 -0.3 0.4
O -0.7 2.4 -3.4
C -0.4 -1.2 0.2
O 1.6 -0.7 1.2
O -0.3 -0.1 1.8
H -0.1 0.5 -1.2
H 0.2 0.9 -0.9
H 1.5 -0.7 0.2
H 0.0 -0.2 0.0
C -0.6 -1.2 -1.0
C -1.2 1.3 0.1
O -0.7 -2.5 0.5
C 0.1 0.1 -1.1
O 1.9 -0.5 -1.4
O 0.3 2.9 0.3
C -0.8 -0.8 1.2
H -0.5 0.2 0.3
H 0.7 0.4 0.4
H 0.3 -0.1 0.1
H 0.3 -0.1 0.5
H 0.1 -0.6 0.2
H 0.5 0.8 -0.6
H 0.0 -0.1 0.2
H -0.5 0.2 0.3
C -0.3 0.7 -0.4
C 0.7 -1.4 0.2
O 0.2 0.7 0.4
C 0.7 -0.8 -3.1
O -0.5 0.4 2.0
O -0.1 0.5 0.0
C 0.3 -1.3 0.5
H 0.0 0.7 -0.5
H -0.3 0.0 0.6
H -0.6 0.1 0.2
H 0.1 -0.5 0.1
H 0.5 0.3 -0.3
H -0.3 0.1 0.4
H -0.1 -0.2 0.1
H -0.2 0.4 -0.4
C -1.5 -0.8 0.1
C 2.0 0.1 1.5
O -0.4 -0.4 -0.6
C 0.2 -0.5 1.7
O -0.3 0.6 -1.9
O 0.2 0.4 -0.4
C 0.8 -0.4 0.2
H 0.3 -0.1 -0.2
H -0.1 0.2 -0.2
H 0.2 0.1 0.1
H -0.5 -0.6 -0.8
H 0.0 -0.2 -0.2
H 0.7 0.7 0.7
H -0.9 0.6 0.1
H -0.3 0.1 -0.3
C 0.3 0.3 0.8
C -0.6 -0.2 -0.6
O -0.1 -0.1 -1.9
C -0.8 1.2 1.3
O 1.3 -0.9 -0.5
O -0.1 -0.4 -0.2
C 0.0 1.1 1.7
H -0.5 0.6 0.1
H -0.7 -0.7 -0.5
H 0.5 0.3 0.1
H 0.1 -0.1 0.7
H 1.0 -0.5 0.0
H 0.0 -0.1 -0.1
H -0.4 0.2 -0.2
H -0.1 -0.8 -0.7
C 2.1 -0.3 -1.4
C -2.4 0.7 1.0
O -0.6 -1.3 -1.5
C 0.4 0.6 0.8
O 1.1 -0.2 -1.4
O -1.4 0.5 1.9
C 0.8 -0.2 -0.5
H -1.0 0.5 0.2
H -0.1 0.4 -0.3
H 0.1 -0.8 0.5
H 1.3 -0.2 0.6
H 0.3 0.6 0.0
H -0.7 0.1 0.1
H 0.2 0.1 0.0
H -0.1 -0.5 -0.1
C 1.4 0.7 -0.2
C -0.6 0.4 0.2
O 2.6 -0.1 0.1
C -1.5 0.8 -1.1
O -1.9 -1.6 1.6
O -1.0 -0.6 -0.6
C 0.3 0.1 0.5
H -0.2 0.2 0.2
H 0.1 0.5 -0.3
H -0.2 -0.7 -0.4
H -0.3 0.7 -0.1
H 0.4 -1.1 0.4
H 0.3 0.7 -0.3
H -0.4 0.1 0.0
H 1.0 -0.2 -0.2
C 1.6 0.4 -0.5
C -1.3 0.3 0.1
O 1.9 -0.8 1.3
C -0.8 -0.8 -0.8
O -1.5 0.5 1.6
O 1.4 1.0 -0.6
C 0.5 -1.3 0.3
H 0.1 0.2 -0.3
H -0.3 -0.1 0.0
H -0.6 0.2 0.0
H -0.5 0.1 -0.1
H 0.1 -1.0 -0.2
H 0.0 0.7 -0.4
H -0.2 0.1 -0.4
H -0.4 0.6 -0.1
C 1.1 0.2 0.1
C -1.4 -0.3 -0.3
O -1.2 -0.8 -0.2
C 0.8 0.2 0.2
O -1.1 1.0 0.2
O 0.2 -1.4 0.6
C 1.6 0.4 -1.9
H -0.2 0.1 -0.4
H 0.5 0.1 0.6
H -0.6 0.8 0.0
H 0.2 -0.1 0.4
H 0.3 0.2 -0.2
H -0.2 0.1 0.3
H -0.3 -1.0 0.5
H 0.3 0.6 0.2

The calculation puts the total energy at -258092.634 eV. As for the charge: 0. For the HOMO energy, the calculation gives -10.075 eV.